1.
A 16-piece molecular cluster, C63H154N23O16 overall, computed with ωB97M-V/def2-TZVPD.

Values from the calculation:
LUMO energy	1.79	eV
orbital gap	0.2966	Eh
HOMO energy	-6.28	eV

```
! RIJCOSX wB97M-V def2-TZVPD def2/J DEFGRID3
* xyz -1 1
O -1.33 -6.06 -3.31
H 1.38 3.63 -5.97
C -1.52 -4.41 -1.48
H 1.44 5.90 -2.59
C 3.34 -0.22 -1.64
H -5.25 -2.67 5.97
H 9.02 3.03 4.78
H 7.71 4.17 4.61
H -6.65 1.23 1.98
H 2.60 4.01 -2.89
C 0.03 -3.81 -5.60
H -5.11 -6.24 -2.92
N 5.16 5.97 -2.56
H -5.37 6.55 1.95
H 6.34 -3.99 -0.87
C -0.19 -2.65 1.96
H 2.52 4.61 1.43
H 4.18 2.56 2.94
H 6.13 0.25 -3.58
N -4.70 4.20 3.23
C 4.51 1.53 2.93
N -0.94 3.80 -1.98
H 1.86 -6.46 5.60
H 3.03 -3.08 5.55
H -3.80 4.07 -0.06
H -3.01 2.65 -7.58
H -0.88 -0.11 -0.63
H -0.64 -5.50 0.22
C -5.22 -2.74 3.80
H -5.46 5.11 -1.74
C -3.54 -1.46 2.40
N -5.16 4.28 -2.26
H -4.66 4.85 3.96
H -1.73 -2.37 -1.64
H -1.67 3.09 -8.66
C 0.37 -2.78 5.78
C -5.31 -3.91 2.76
H 1.06 0.32 -5.83
N 1.59 4.67 1.15
H -2.82 3.12 1.20
H -1.52 3.12 -2.51
C -6.47 -1.39 1.16
H 0.23 2.84 5.83
H -0.92 -3.48 1.93
H 3.90 0.73 2.45
N 0.22 -0.21 -6.15
C -4.03 -3.52 -2.85
C 1.81 -6.05 4.61
C 0.12 1.59 0.20
H 0.02 3.61 4.20
O 0.05 -5.08 -5.39
H 4.98 0.12 4.62
H -1.64 -6.52 -0.79
C 4.72 1.17 4.45
H 5.57 -0.50 1.19
N -5.23 -0.19 -3.56
H 3.70 1.27 4.88
C -4.00 7.05 -0.13
C -1.56 -5.51 -0.38
O -0.28 2.85 0.63
O 6.42 -1.96 -2.52
C -3.76 3.66 0.95
H 6.14 -2.58 -3.22
C 0.57 -2.77 3.24
H -0.71 -2.00 -5.09
H -4.60 2.96 1.02
H -5.27 -1.11 -3.95
H -5.82 -2.19 0.76
N 2.10 3.86 -5.31
O 1.58 7.03 1.10
H -4.88 -3.69 1.80
H 5.57 3.30 0.99
H 6.04 0.86 -1.90
H 7.86 3.17 6.05
H -4.46 0.35 -3.74
N 3.74 6.83 -1.05
H -0.49 2.52 -5.36
C 4.52 -0.59 -2.53
H 8.02 0.76 5.90
H 4.95 1.82 0.17
H -3.62 -1.56 4.53
H -3.49 -6.98 -2.71
H 1.21 -2.16 5.99
N 6.81 2.32 3.00
H 1.42 -0.83 2.68
H -4.47 1.35 -1.65
H 4.69 -1.21 -4.58
H 5.96 -2.68 0.35
H 1.45 -4.60 6.66
O -1.27 1.84 -7.10
H -1.72 3.88 -7.15
H -2.51 -1.07 2.33
H -4.14 7.65 -1.03
H -0.75 -5.70 -4.01
N 5.29 -1.62 -1.78
H 2.53 -2.15 2.46
H 1.13 -2.28 -6.31
H 5.09 -4.30 0.19
H -0.03 -4.93 5.83
N -1.56 1.91 3.36
O -1.40 1.05 5.47
H -2.94 6.57 -0.27
H -4.74 -4.16 5.25
H -4.25 3.36 3.45
C 5.80 2.21 0.79
H -3.66 -2.73 -3.49
H -2.11 2.00 -5.24
H 2.77 -3.36 -0.41
H 0.15 -3.53 -2.61
H -1.36 -3.35 -4.25
H -3.56 6.04 -3.23
H -7.54 -1.96 4.73
C 5.87 1.48 2.16
C 5.75 2.16 5.11
H 7.17 -0.07 1.36
H -4.10 -5.91 -1.44
H -5.25 0.51 -0.51
C -4.11 4.72 1.99
N 0.95 -3.26 -6.36
H -6.28 -4.35 2.54
C -4.10 -6.11 -2.58
H 1.95 4.74 -4.90
H -7.90 0.10 2.61
H 0.90 -6.48 4.20
H -3.26 5.42 2.14
C -0.90 0.35 -5.42
H -4.25 -2.19 -1.16
C 4.19 -3.87 -2.40
H -3.75 -2.07 1.51
N -6.12 -1.65 3.68
N 0.94 -4.19 3.49
N -5.32 0.85 -1.48
H 3.75 -2.13 0.55
H 0.71 1.65 -0.72
C -0.62 0.18 -3.91
H 0.28 -3.37 -0.90
C -1.92 2.89 -7.67
H -4.75 -4.77 3.09
H -0.62 -1.39 4.42
C 5.57 -3.46 -0.30
C -1.01 1.87 4.62
H -0.80 -0.81 -3.41
C 3.91 6.42 -2.34
O 3.01 6.44 -3.20
H 4.87 1.36 -3.22
H -3.07 -3.11 3.74
H 3.14 2.35 -2.67
H -0.60 6.73 0.43
H 2.73 -6.30 4.09
O 8.06 2.25 2.35
C -2.25 -3.15 -1.11
H -5.42 3.43 -1.80
C -0.22 4.71 -2.71
N -0.45 5.83 0.99
H -1.22 -2.98 4.40
N -0.18 2.86 4.90
H -1.18 0.96 -3.36
H 1.93 -1.84 -1.95
H -2.41 4.92 -3.79
C -0.03 -4.02 -1.67
H -0.66 -1.61 1.99
H -7.36 -1.98 1.44
H 0.65 -4.89 -1.68
H 3.22 -3.51 -2.84
C -3.77 -3.15 -1.43
N -3.38 5.05 -3.52
H 2.76 0.48 -2.19
H 6.75 2.11 0.27
H 4.87 -4.08 -3.25
C -6.82 0.47 2.73
C -3.45 -4.85 -3.20
H -1.98 -2.98 -0.06
N -2.01 -4.84 -2.84
C -0.29 -2.40 4.41
H -3.93 7.68 0.78
C -3.99 4.01 -2.88
O 2.29 1.63 -4.98
H 5.44 3.18 4.92
O -3.51 2.88 -2.97
O -0.55 5.00 -3.90
O -7.51 -2.04 3.76
C 2.39 2.78 -4.55
H -0.94 4.98 0.73
C -5.67 -0.24 -2.28
C 0.82 -4.24 5.86
H -2.38 -5.25 0.34
O 1.70 -4.72 2.35
H 0.19 0.00 -7.15
H 0.40 0.35 -3.77
H -2.95 -5.89 -5.12
C -3.71 -2.22 3.69
H 2.25 -1.51 3.94
H 3.36 -0.11 -4.26
N -0.87 -3.00 -5.05
N 2.88 3.11 -3.26
H 1.04 5.01 -1.15
H -1.68 0.63 0.85
C 1.69 -4.60 4.67
H -0.42 -2.55 6.52
C -5.29 5.60 1.36
C 6.20 0.05 1.90
H 4.62 6.89 -0.54
C -1.21 1.78 -5.73
H -1.97 1.36 -0.78
H 6.17 -0.54 2.78
C 7.97 3.16 4.98
H 1.15 -5.41 1.90
N 0.72 5.35 -2.06
C 3.35 -2.48 -0.48
H -6.48 -3.79 5.28
C 1.72 -1.81 3.07
H -4.36 0.30 3.27
H 4.15 -4.75 -1.85
H 7.23 -0.17 4.67
H 1.73 -1.10 -0.39
C -3.48 -5.00 -4.71
C -5.96 -0.78 2.49
H -4.33 -3.84 -0.78
C -5.49 -3.44 5.20
C 3.06 -3.96 4.86
C 7.85 0.73 4.81
C 7.11 2.08 4.42
H -0.85 2.23 2.67
H -0.66 3.55 -1.00
H -4.47 -5.11 -5.07
H 5.78 5.71 -1.82
H 0.94 3.83 0.91
H -2.09 1.13 3.06
H 8.83 0.49 4.34
C 4.62 -2.82 -1.27
C -1.20 0.86 -0.16
O -6.41 -1.14 -1.92
C 5.48 0.54 -2.81
H 3.22 -1.82 -3.81
H 1.60 -3.83 -6.86
H -5.12 -3.52 -3.01
H -3.15 -4.11 -5.21
C 3.90 -0.96 -3.88
H -4.42 0.39 1.56
H 5.34 5.58 -3.54
O -5.02 6.09 0.04
H 8.29 1.31 2.30
H 0.56 1.04 1.05
H -6.67 -0.67 0.38
C -4.51 -0.29 2.39
H 0.51 -2.70 1.13
H -1.76 -0.28 -5.72
H 2.93 7.08 -0.62
H 5.95 2.08 6.19
C 2.52 -1.39 -1.17
C 0.95 5.89 1.11
H 3.48 -3.77 3.91
H -6.24 5.01 1.36
H 3.82 -4.58 5.30
H 3.78 0.27 -0.78
H -6.55 1.01 3.61
*
```

***

2.
One molecule with the formula C20H25BrN4OS, computed with ωB97M-V/def2-TZVPD.

Values from the calculation:
LUMO energy	0.51	eV
orbital gap	0.3302	Eh
SMILES	O=C(CSc1nnc(-c2ccc(Br)cc2)n1C1CCCCC1)N1CCCC1
HOMO energy	-8.48	eV

```
! RIJCOSX wB97M-V def2-TZVPD def2/J DEFGRID3
* xyz 0 1
H 1.93 -0.53 -1.64
O -4.93 2.99 -0.08
C 1.78 -2.93 2.51
N -0.06 -0.54 2.33
C -3.54 1.17 0.60
H -3.10 1.03 1.59
H 0.97 -4.43 -2.64
C -1.17 -0.15 0.55
H -0.28 4.86 0.30
C 0.91 -0.55 -2.04
Br 5.67 -4.35 2.42
H -0.05 -3.53 -0.56
H 2.92 -4.45 3.50
H 5.03 -2.08 0.64
H -2.43 5.50 2.37
C 1.78 -1.92 1.56
C 0.04 -1.47 -1.17
C 2.92 -3.66 2.77
H -1.56 2.69 1.98
C -2.04 5.54 1.35
N -2.83 3.51 0.51
C 1.45 -2.51 -3.51
H -0.43 -3.43 -3.01
H -1.80 6.57 1.10
H 0.86 -3.15 3.05
C -0.85 4.60 1.20
H -0.97 -1.47 -1.61
H -4.48 0.62 0.50
H 0.51 0.46 -2.01
H 1.57 -0.43 -4.08
C 4.08 -3.35 2.08
H -0.93 2.60 0.33
H -0.07 -1.04 -3.88
H -2.85 5.25 -0.65
C 0.94 -1.07 -3.47
C 0.59 -3.41 -2.63
C -3.83 2.64 0.30
C -1.50 3.22 1.03
H 2.99 -0.78 0.20
C 0.55 -1.15 1.35
N -1.13 0.09 1.83
H 2.48 -2.54 -3.15
H 1.44 -2.88 -4.53
H 1.59 -2.92 -0.79
H -0.18 4.63 2.05
C -3.05 4.94 0.38
C 4.12 -2.32 1.15
C 0.58 -2.90 -1.19
H -4.09 5.16 0.61
N -0.12 -0.94 0.17
C 2.96 -1.60 0.90
S -2.36 0.43 -0.58
*
```

***

3.
A 3-piece molecular cluster, C6H11NO4P overall, computed with ωB97M-V/def2-TZVPD.

Values from the calculation:
LUMO energy (alpha / beta)	2.70 / 2.63	eV
orbital gap (alpha / beta)	0.0768 / 0.2593	Eh
energy relative to the best compared isomer or geometry (same formula, charge and spin)	17.1	kcal/mol
HOMO energy (alpha / beta)	0.61 / -4.43	eV

```
! RIJCOSX wB97M-V def2-TZVPD def2/J DEFGRID3
* xyz -1 3
H 4.55 0.21 -0.20
C 2.18 0.95 1.25
H 1.02 -0.04 -1.19
H -1.72 2.14 0.95
H 2.16 2.06 1.13
O -3.46 -2.81 -1.53
C -0.72 0.15 1.25
H -0.27 1.97 -0.90
N 0.08 -0.52 0.59
H -2.59 0.59 0.38
C -1.60 1.12 0.52
O -5.10 -2.58 0.06
H 2.27 -1.78 0.41
H 2.56 0.57 2.24
H -1.53 0.91 -1.80
C -4.33 -2.72 -0.78
O 2.60 0.92 -1.35
H -0.69 0.03 2.26
P 2.99 0.26 -0.11
H -0.46 -0.96 -1.41
C -0.89 1.08 -0.80
C 0.03 -0.18 -0.73
O 2.91 -1.37 -0.25
*
```

***

4.
C24H26N2O4SW as an isolated structure, computed with ωB97M-V/def2-TZVPD.

Values from the calculation:
LUMO energy (alpha / beta)	-7.39 / -7.39	eV
orbital gap (alpha / beta)	0.2502 / 0.2502	Eh
energy relative to the best compared isomer or geometry (same formula, charge and spin)	8.8	kcal/mol
HOMO energy (alpha / beta)	-14.20 / -14.20	eV

```
! RIJCOSX wB97M-V def2-TZVPD def2/J DEFGRID3
* xyz 2 1
H -4.01 -2.00 -1.44
C 2.44 3.49 -2.68
H -3.85 -0.15 -3.09
C -2.06 0.84 2.72
O 1.01 -3.56 -1.57
C -2.54 -1.79 1.45
C -2.11 0.72 1.22
H -2.50 -2.75 -0.89
C 3.38 -2.22 -0.39
N 1.71 -0.62 0.14
O 0.59 1.02 1.65
H -1.07 3.65 -1.55
C -2.52 0.56 -1.58
H -3.42 -2.33 1.11
H 1.92 2.18 3.23
H -3.26 1.48 -3.38
H -2.56 -1.97 -2.45
C -1.83 1.84 0.39
C 1.94 2.31 -3.19
O -0.23 -1.90 -0.69
H 5.32 -1.83 0.43
C 2.07 -1.75 -0.45
H -0.69 3.14 1.70
H -2.20 0.10 -3.66
C 2.57 0.02 0.95
C 1.82 0.97 1.77
H -3.09 0.82 3.10
H 4.55 0.12 1.77
H 3.63 -3.13 -0.91
C 4.30 -1.50 0.36
C -2.92 -1.91 -1.43
C 0.89 -2.51 -1.01
C -2.98 0.50 -3.01
H 2.13 2.00 -4.21
H -1.46 2.62 -2.92
W -0.31 0.17 -0.44
H 2.55 4.77 -0.94
C -1.56 3.17 1.05
H -1.53 0.01 3.17
O 2.50 1.68 2.64
C -1.80 2.95 -1.94
C -2.55 -0.60 -0.79
C -2.00 1.76 -1.03
H -2.42 3.43 1.68
H 3.04 4.14 -3.30
C 1.17 1.52 -2.36
H -1.45 3.98 0.34
H -2.68 -1.58 2.50
C 3.88 -0.39 1.09
H -1.61 1.77 3.05
H -1.69 -2.46 1.33
C -2.35 -0.54 0.64
H 1.17 3.24 0.45
S 0.42 -0.03 -2.69
C 2.17 3.85 -1.36
N 0.92 1.85 -1.07
C 1.41 3.00 -0.58
H -2.74 3.48 -2.08
*
```

***

5.
One molecule with the formula C3H9NS2, computed with ωB97M-V/def2-TZVPD.

Values from the calculation:
LUMO energy	0.36	eV
orbital gap	0.3011	Eh
energy relative to the best compared isomer or geometry (same formula, charge and spin)	29.3	kcal/mol
SMILES	CSSCCN
HOMO energy	-7.84	eV

```
! RIJCOSX wB97M-V def2-TZVPD def2/J DEFGRID3
* xyz 0 1
H 3.46 -1.09 -1.75
C 2.47 -1.53 -1.72
H -0.77 -0.43 1.36
H 2.41 -2.58 -1.52
H 0.68 1.47 1.01
H -2.98 -0.59 0.98
H -0.70 2.32 0.10
N -2.49 0.24 0.69
S 1.81 -0.71 -0.12
C -1.24 0.57 1.33
S 0.08 0.28 -1.05
H 1.80 -1.14 -2.47
H -3.05 0.98 0.31
C -0.24 1.39 0.43
H -1.24 0.81 2.40
*
```

***

| no. | E_tot (a.u.) | strongest force on any atom (eV/A) | molar mass (g/mol) |
| --- | --- | --- | --- |
| 1 | -4956.1517 | 4.229 | 1490.1 |
| 2 | -4043.6152 | 1.204 | 449.4 |
| 3 | -932.1779 | 8.873 | 192.1 |
| 4 | -1805.4785 | 1.068 | 622.4 |
| 5 | -970.7850 | 2.692 | 123.2 |